Density functional theory data (ωB97M-V with the def2-TZVPD basis set) for a molecular structure, C4H9NO in a non-equilibrium geometry.

```
15
Properties=species:S:1:pos:R:3:lowdin_charge:R:1
C -2.17 -0.21 -0.57 -0.1511
N -0.76 -0.55 -0.61 -0.1056
C 0.18 0.57 -0.49 -0.2431
C 1.04 0.58 0.74 -0.0754
C 1.98 -0.45 0.81 -0.4588
O 2.51 -0.95 1.81 -0.0153
H -2.71 -1.14 -0.49 0.0755
H -2.48 0.42 0.28 0.0764
H -2.58 0.36 -1.40 0.0732
H -0.56 -1.15 0.18 0.0963
H 0.92 0.42 -1.29 0.1073
H -0.28 1.49 -0.86 0.1192
H 0.66 1.00 1.67 0.1425
H 2.21 0.73 0.28 0.2041
H 2.06 -1.13 -0.07 0.1548
```

Summary:
Total charge: 0
Energy above the lowest of the compared OMol25 structures with the same formula, charge and spin in kcal per mole: 96.7
HOMO-LUMO gap in hartree: 0.3654
Spin multiplicity: 1